Entry 1:
101
Properties=species:S:1:pos:R:3 method="wB97M-V/def2-TZVPD" mol_weight_da=831.5 total_charge=-1 homo_lumo_gap_ha=0.2557
C -7.53435 0.35764 -0.42462
C -6.30975 -0.37722 -1.06348
C -5.83564 -1.51373 -0.13824
C -4.29936 -1.68412 0.01482
O -3.51335 -0.80446 -0.79869
C -2.76056 0.10890 -0.10975
S -3.59295 1.28125 1.04795
O -4.80418 1.86363 0.53967
O -2.64488 2.30123 1.36488
C -4.01438 0.52544 2.68859
F -3.17591 -0.41477 3.07905
F -5.22210 -0.02910 2.65191
C -4.06077 1.59977 3.83236
F -2.86356 1.86621 4.26679
F -4.69547 1.04483 4.84444
F -4.68721 2.66692 3.46794
O -1.74176 -0.34162 0.64777
B -0.40559 -0.19789 0.01938
C 0.06665 -1.75758 -0.36417
C -0.57498 -2.84984 0.49179
C -0.20538 -2.73426 1.95825
I -1.63684 -3.92878 3.10142
N 0.74664 0.32943 0.90908
C 0.59380 1.44872 1.45126
C 0.45812 2.77255 0.73471
C 0.58983 1.56098 2.96984
O -0.62148 0.56239 -1.26310
C -1.96479 0.89378 -1.28484
N -2.31449 2.27274 -1.57101
H -7.73763 0.02720 0.58911
H -7.29336 1.41537 -0.34888
H -8.42511 0.30103 -1.04682
H -5.56865 0.38682 -1.23761
H -6.68666 -0.82071 -1.97722
H -6.22261 -2.44255 -0.55167
H -6.25622 -1.45739 0.85935
H -3.99433 -1.63758 1.05808
H -4.04783 -2.69584 -0.29445
H -0.19061 -1.96966 -1.40996
H 1.15595 -1.81296 -0.28526
H -1.64289 -2.94135 0.34310
H -0.16837 -3.81133 0.15311
H 0.80703 -3.04819 2.17509
H -0.36150 -1.73094 2.32857
H 1.35896 3.35314 0.95432
H -0.36930 3.33152 1.17476
H 0.38323 2.67289 -0.34071
H 1.23424 0.82900 3.43190
H -0.42330 1.56253 3.36396
H 1.01521 2.54508 3.21522
H -2.31072 0.38285 -2.19141
H -3.30826 2.43785 -1.46497
H -1.81841 2.91005 -0.95715
C 0.95436 1.78994 -5.41352
O -0.04275 1.39631 -6.34162
C 0.46596 0.89912 -7.57137
C 0.15206 -0.57697 -7.71390
N 0.93512 -1.37042 -6.77556
C 0.51431 -2.76511 -6.67011
C -0.87516 -3.03505 -6.09547
O -0.99917 -2.68272 -4.73465
C -1.34774 -1.32351 -4.49822
H 0.45196 2.25039 -4.56463
H 1.52367 0.92890 -5.04993
H 1.63779 2.52085 -5.85782
H 1.53870 1.08784 -7.67559
H -0.04695 1.44384 -8.37131
H 0.38253 -0.90071 -8.73418
H -0.92684 -0.69906 -7.55072
H 0.86884 -0.95216 -5.85629
H 1.23954 -3.26557 -6.02340
H 0.59484 -3.23610 -7.65622
H -1.03945 -4.11672 -6.14134
H -1.67427 -2.58067 -6.69441
H -1.97860 -0.91898 -5.29419
H -0.45278 -0.71067 -4.37471
H -1.89956 -1.27575 -3.55979
C 3.63608 0.58493 2.60178
O 3.65621 0.79535 4.00952
C 3.79100 -0.40197 4.76084
C 5.12517 -0.42888 5.47967
N 6.22682 -0.58984 4.53729
C 7.54743 -0.37917 5.12095
C 7.88231 1.02087 5.63251
O 7.97267 2.00218 4.61573
C 6.74423 2.61913 4.26120
H 3.41635 1.53734 2.12286
H 4.61132 0.23477 2.24204
H 2.86064 -0.12957 2.31823
H 3.65844 -1.28941 4.13578
H 2.99248 -0.40157 5.51005
H 5.13684 -1.26187 6.18949
H 5.21118 0.50735 6.04763
H 6.10475 0.06709 3.77691
H 8.27824 -0.62944 4.34688
H 7.69202 -1.09831 5.93412
H 8.87948 0.96930 6.08079
H 7.20638 1.34825 6.43102
H 6.05650 2.68378 5.10723
H 6.26472 2.09247 3.43319
H 6.96814 3.63032 3.91879



Entry 2:
44
Properties=species:S:1:pos:R:3 method="wB97M-V/def2-TZVPD" mol_weight_da=499.8 total_charge=+2 homo_lumo_gap_ha=0.1637
C 3.26153 -2.92351 0.27116
C 3.17741 -2.70036 -1.33453
O 3.14562 -1.26225 -1.66863
C 1.72556 -0.94684 -1.73525
C 1.40365 0.61720 -1.84101
C 1.21029 1.36243 -0.41405
I 2.47142 0.60167 1.18469
C 1.71008 2.88770 -0.67277
N 2.06337 4.05593 -0.80527
C -0.36903 1.52780 -0.00172
C -0.94139 2.54517 -1.13097
N -1.41207 3.30013 -1.93412
C -0.57021 2.31118 1.39231
C -0.78126 1.39977 2.68384
F -1.80027 3.08577 1.23807
P -1.38148 -0.06195 -0.21564
C -0.85838 -1.46691 0.93001
C -1.98236 -1.84260 2.06479
C -3.24642 0.24403 -0.24239
C -3.68192 0.26964 -1.82187
H 3.29620 -4.02250 0.56787
H 2.27752 -2.49300 0.70592
H 4.11930 -2.28738 0.67012
H 2.27627 -3.24948 -1.79406
H 4.13696 -3.11152 -1.79732
H 1.18799 -1.50146 -0.89431
H 1.34165 -1.42178 -2.72170
H 2.31086 1.11920 -2.34768
H 0.51971 0.73909 -2.55059
H 0.24341 3.09900 1.61725
H -0.52715 2.05843 3.60289
H -1.89144 1.11520 2.83259
H -0.10838 0.48358 2.75554
H 0.11034 -1.30388 1.51047
H -0.71826 -2.42256 0.31250
H -2.57484 -2.78398 1.78668
H -2.71939 -0.96159 2.20080
H -1.49092 -1.96870 3.10497
H -3.73740 -0.71787 0.17556
H -3.58241 1.18620 0.30657
H -4.58375 0.93666 -2.02032
H -3.80224 -0.80254 -2.23371
H -2.75478 0.68880 -2.37414
Sr 3.52661 4.61811 0.63746



Entry 3:
29
Properties=species:S:1:pos:R:3 method="wB97M-V/def2-TZVPD" mol_weight_da=347.2 total_charge=+3 e_above_lowest_kcal_mol=25.2 homo_lumo_gap_ha="0.3054 / 0.1444" multiplicity=5
Rh 0.00162 -0.00131 -0.71435
O -0.00097 2.99385 0.19912
C -0.00354 1.91127 -0.16858
C 0.00555 -1.91008 -0.16629
O 0.00115 -2.99725 0.20309
C 1.98849 0.00390 -0.51706
O 3.04442 0.00690 -0.08417
C -1.98679 -0.00490 -0.51671
O -3.03991 -0.00645 -0.08585
C -0.00120 0.70077 -2.81361
H -0.93968 1.24357 -2.96899
H 0.93509 1.24718 -2.96945
C 0.00122 -0.70176 -2.81340
H 0.93931 -1.24488 -2.96962
H -0.93542 -1.24774 -2.96856
C 0.76252 1.39685 6.03586
N 1.02846 0.56852 4.86178
C -0.00150 0.00098 4.16254
S -0.02008 0.02234 2.47224
N -1.02138 -0.57532 4.86286
C -0.75588 -1.40542 6.03452
H -0.21112 1.13754 6.45987
H 0.83736 2.45044 5.75235
H 1.56064 1.20803 6.76326
H 1.66713 1.01824 4.22012
H -1.66676 -1.01998 4.22080
H -1.55330 -1.21622 6.76275
H -0.83231 -2.45814 5.74986
H 0.21855 -1.14674 6.45791



Entry 4:
14
Properties=species:S:1:pos:R:3 method="wB97M-V/def2-TZVPD" mol_weight_da=202.3 total_charge=-1 e_above_lowest_kcal_mol=32.0 homo_lumo_gap_ha="0.1754 / 0.1891"
C 2.69611 -0.27294 -0.32530
C -0.92909 -0.92718 0.78955
N 1.49635 0.86751 -0.40386
O 2.29847 -1.20547 -0.96334
O 3.59094 0.21983 0.30936
O -3.37507 -0.66516 -0.36821
O -1.47947 0.35447 -1.58186
S 1.37386 2.33987 0.17401
S -2.30028 1.93753 0.55013
S -2.10869 0.07386 -0.27339
H -0.08752 -1.52957 0.27148
H -0.43935 -0.10108 1.27136
H -1.33019 -1.58367 1.48659
H 0.59392 0.49199 -0.93651



Entry 5:
79
Properties=species:S:1:pos:R:3 method="wB97M-V/def2-TZVPD" mol_weight_da=771.5 total_charge=+2 e_above_lowest_kcal_mol=13.4 homo_lumo_gap_ha=0.2931
N -2.17736 -1.76573 -1.10052
H -1.34830 -1.21700 -0.86427
H -2.18088 -2.61181 -0.54431
H -2.26818 -1.94869 -2.09463
H -2.94775 -1.31115 -0.62637
N -0.06354 -3.98782 2.65285
H -0.52104 -4.07329 3.55225
H 0.74043 -4.60681 2.74781
H 0.24358 -3.05020 2.41251
H -0.70071 -4.32581 1.94363
N -2.61159 -0.30295 2.64306
H -2.81226 0.59902 3.05701
H -2.93511 -1.06234 3.22945
H -1.64546 -0.40571 2.31365
H -3.19715 -0.44802 1.82949
C 2.06926 0.48667 1.24814
F 1.49966 1.64878 1.62015
F 2.80264 0.79357 0.14443
F 2.89752 -0.02593 2.08883
S 0.69952 -0.85870 0.92161
O 1.30353 -2.21007 0.86287
O -0.20770 -0.82223 2.07524
O -0.03709 -0.55033 -0.30173
C 5.24499 -2.17152 3.32725
C 3.95144 -2.90271 3.11411
O 4.40601 -4.23600 3.20393
C 3.54248 -5.27638 3.00231
O 2.37321 -5.11551 2.75810
C 4.21905 -6.65316 2.96976
F 4.18788 -6.98210 1.65310
F 5.49026 -6.69613 3.35849
F 3.57062 -7.56104 3.66020
H 4.84684 -1.15626 3.32260
H 5.93392 -2.36942 2.50652
H 5.76010 -2.42298 4.25323
H 3.54637 -2.67368 2.12966
H 3.41166 -2.63453 4.02314
C -1.14764 8.03111 1.36526
C -0.09517 7.87336 0.28301
O 0.62701 6.67304 0.30998
C -0.09298 5.62566 -0.20795
O -1.19586 5.67265 -0.77216
C 0.54199 4.23261 0.14842
F 1.55160 3.82718 -0.67143
F 1.08982 4.18687 1.35048
F -0.32560 3.24073 0.03042
H -1.86264 7.20964 1.31840
H -1.74222 8.93962 1.25788
H -0.83047 8.25109 2.38516
H 0.68766 8.61413 0.45124
H -0.51808 8.25313 -0.64717
C -5.91534 2.40483 -1.69986
C -4.40457 2.25229 -1.26285
O -3.56088 2.72870 -2.34313
C -2.29106 2.27691 -2.38326
O -1.79281 1.41260 -1.60139
C -1.45170 2.97406 -3.45579
F -1.72164 4.29722 -3.59531
F -0.13893 2.80552 -3.22019
F -1.72757 2.34913 -4.61891
H -6.59553 2.01004 -0.94545
H -6.04075 2.18989 -2.75995
H -6.14872 3.46236 -1.56641
H -4.18997 1.21065 -1.02326
H -4.44218 2.76376 -0.30063
C 1.14071 -4.25440 -2.10094
C 0.17704 -3.13658 -2.47842
O 0.70778 -2.45944 -3.60391
C -0.08612 -1.51714 -4.17145
O -1.28865 -1.37151 -3.86372
C 0.56160 -0.77637 -5.36860
F 0.90785 0.50822 -5.02627
F 1.63928 -1.36440 -5.74564
F -0.28743 -0.77945 -6.39912
H 0.83871 -4.57368 -1.10198
H 2.18450 -3.95922 -2.00671
H 0.88926 -5.08948 -2.75390
H 0.04856 -2.47747 -1.62101
H -0.78569 -3.60991 -2.67700



Entry 6:
20
Properties=species:S:1:pos:R:3 method="wB97M-V/def2-TZVPD" mol_weight_da=99.2 total_charge=+1 e_above_lowest_kcal_mol=42.3 homo_lumo_gap_ha="0.3201 / 0.1885" multiplicity=2
C 1.26927 0.40432 -1.39632
C 0.87147 0.44989 0.05262
C -0.49407 0.13187 0.54232
C -0.93491 -1.16810 0.33309
C -2.26164 -1.76530 0.61765
C -1.27102 1.08345 1.40117
N 2.69798 0.75618 -1.39910
H 1.08444 -0.60360 -1.78338
H 0.69932 1.11574 -2.06586
H 1.09880 1.44911 0.44778
H 1.48020 -0.32122 0.66119
H -0.28082 -1.85874 -0.18936
H -3.14128 -1.12970 0.64350
H -2.55172 -2.46016 -0.19950
H -2.26360 -2.43420 1.49242
H -1.11137 0.60706 2.38248
H -0.73095 1.98519 1.62157
H -2.26409 1.17964 1.00624
H 2.88680 1.74574 -1.32024
H 3.25168 0.36846 -2.14608



Entry 7:
81
Properties=species:S:1:pos:R:3 method="wB97M-V/def2-TZVPD" mol_weight_da=589.7 total_charge=+1 e_above_lowest_kcal_mol=5.7 homo_lumo_gap_ha=0.3131
C 1.86483 1.10128 1.41257
C 1.73266 -0.14181 0.51742
C 0.78415 -0.01079 -0.66647
O 1.42883 0.27338 -1.91148
C 2.24583 1.38041 -1.93194
C 1.47608 2.67008 -1.73239
N 2.41940 3.83702 -1.73538
C 1.65879 5.13388 -1.67045
C 1.06827 5.37191 -0.28712
C 3.37028 3.82017 -2.90224
C 3.93930 2.44795 -3.20144
N 2.86806 1.45881 -3.24351
H 2.82489 1.60079 1.27287
H 1.07203 1.82745 1.22450
H 1.79125 0.83461 2.46317
H 2.71737 -0.43373 0.14900
H 1.39814 -0.98328 1.12116
H 0.01678 0.74365 -0.46704
H 0.26315 -0.94661 -0.84361
H 3.03120 1.31109 -1.15205
H 0.76722 2.81963 -2.54428
H 0.93803 2.69026 -0.78532
H 2.95880 3.78825 -0.87036
H 0.89562 5.07424 -2.44104
H 2.35620 5.92041 -1.95011
H 0.03235 5.05062 -0.22395
H 1.63633 4.85249 0.48550
H 1.09658 6.43303 -0.05618
H 4.17026 4.51591 -2.65910
H 2.81616 4.20467 -3.75572
H 4.72675 2.18870 -2.48373
H 4.39868 2.50974 -4.18574
H 3.27775 0.54605 -3.42145
C -0.52700 2.61252 3.71358
C -1.58185 1.84571 3.22769
C -2.16319 0.87894 4.02815
C -1.68686 0.67100 5.31681
C -0.62485 1.43420 5.79952
C -0.04895 2.40953 4.99514
C -0.07810 1.21784 7.17478
O 0.84386 1.88902 7.58362
C -0.70138 0.15177 8.00635
C -0.19531 -0.09038 9.27677
C -0.76483 -1.07077 10.07017
C -1.84378 -1.81156 9.60058
C -2.35198 -1.57644 8.33496
C -1.78260 -0.59689 7.53210
C -2.33846 -0.37189 6.16874
O -3.28177 -1.00651 5.75213
H -0.07674 3.37370 3.08805
H -1.95588 2.00654 2.22406
H -2.99028 0.28048 3.67191
H 0.76999 2.99614 5.38831
H 0.64046 0.49643 9.63130
H -0.36919 -1.25917 11.05910
H -2.28883 -2.57415 10.22539
H -3.19015 -2.14491 7.95697
C -3.65916 -6.96885 -5.17362
C -2.38269 -7.48597 -4.98236
C -1.29785 -6.63515 -4.86247
C -1.48437 -5.26099 -4.93906
C -2.76655 -4.74153 -5.13858
C -3.85175 -5.60056 -5.25128
C -2.99717 -3.27288 -5.24236
O -4.10794 -2.81401 -5.39358
C -1.80528 -2.37596 -5.15298
C -1.98381 -1.00481 -5.28637
C -0.89463 -0.15633 -5.19555
C 0.37763 -0.67137 -4.96876
C 0.55987 -2.03642 -4.84004
C -0.52902 -2.89337 -4.93185
C -0.30385 -4.36436 -4.79465
O 0.80376 -4.80267 -4.57044
H -4.50521 -7.63683 -5.26364
H -2.23549 -8.55620 -4.92735
H -0.30047 -7.02301 -4.70953
H -4.83805 -5.18463 -5.40231
H -2.97920 -0.62078 -5.46207
H -1.03546 0.91169 -5.30462
H 1.22136 0.00034 -4.89141
H 1.54096 -2.45673 -4.66539



Entry 8:
14
Properties=species:S:1:pos:R:3 method="wB97M-V/def2-TZVPD" mol_weight_da=97.1 e_above_lowest_kcal_mol=164.8 homo_lumo_gap_ha=0.3138
C -1.35258 -1.25747 0.16221
C -0.29817 -0.19033 0.45535
C 0.93568 -0.30347 -0.47212
C 2.09088 0.59885 -0.34319
O 0.25104 3.21991 -0.56083
C -0.74076 1.22463 0.25872
N -0.24394 2.20746 -0.14531
H -2.21233 -1.18273 0.83414
H -0.90544 -2.25014 0.29256
H -1.71566 -1.18546 -0.86804
H 0.01763 -0.28309 1.50305
H 1.51199 -1.23717 -0.28378
H 0.60440 -0.39602 -1.51633
H 2.05729 1.03504 0.68357